[1]
{"formula": "C16H21N3O4S", "method": "the ωB97M-V functional and the def2-TZVPD basis", "lumo_energy_ev": 0.5672, "smiles": "CCOC(=O)c1c(S(=O)(=O)Nc2ccc(C)cn2)c(C)n(C)c1C", "total_energy_ha": -1485.72987, "homo_lumo_gap_ev": 8.96, "homo_energy_ev": -8.3975, "symbols": ["C", "C", "O", "C", "O", "C", "C", "S", "O", "O", "N", "C", "C", "C", "C", "C", "C", "N", "C", "C", "N", "C", "C", "C", "H", "H", "H", "H", "H", "H", "H", "H", "H", "H", "H", "H", "H", "H", "H", "H", "H", "H", "H", "H", "H"], "positions_angstrom": [[-2.27149, -3.63370, -1.68387], [-2.26870, -2.12274, -1.81786], [-0.94984, -1.66405, -1.52669], [-0.79121, -0.36856, -1.30000], [-1.66676, 0.45787, -1.45357], [0.57947, -0.05180, -0.88284], [1.47429, -0.84403, -0.10625], [1.08657, -2.18227, 0.99250], [-0.03261, -2.96852, 0.59055], [2.28806, -2.87506, 1.35756], [0.62505, -1.29564, 2.36653], [-0.38215, -0.36174, 2.11292], [-1.65532, -0.79832, 1.75123], [-2.60257, 0.15693, 1.44838], [-2.27219, 1.50999, 1.51441], [-3.25705, 2.56412, 1.12530], [-0.98352, 1.82091, 1.91827], [-0.05622, 0.91962, 2.20559], [2.64502, -0.13042, 0.01445], [3.89858, -0.45599, 0.73819], [2.50820, 1.03125, -0.69173], [3.53885, 2.02557, -0.80664], [1.25636, 1.10499, -1.22200], [0.77638, 2.25846, -2.02462], [-3.28986, -4.01016, -1.71799], [-1.80660, -3.89737, -0.73771], [-1.69433, -4.08501, -2.48576], [-2.96292, -1.65526, -1.11074], [-2.54294, -1.79816, -2.82941], [1.43999, -0.86294, 2.78144], [-1.85622, -1.85467, 1.69731], [-3.60031, -0.13601, 1.15372], [-2.91975, 3.54907, 1.43779], [-4.23196, 2.36422, 1.56563], [-3.36827, 2.56029, 0.04130], [-0.66146, 2.85100, 2.00846], [4.74678, -0.47339, 0.05368], [4.10264, 0.28776, 1.50912], [3.80032, -1.43562, 1.19571], [3.22517, 2.80117, -1.49974], [4.46009, 1.57269, -1.17649], [3.74092, 2.47966, 0.16587], [0.84935, 3.18270, -1.45236], [1.34946, 2.36970, -2.94579], [-0.26734, 2.09343, -2.27382]], "atomic_forces_ev_per_a": [[0.22, 0.39, 0.03], [-0.50, -0.05, -0.07], [0.21, -0.15, -0.13], [-0.17, 0.46, -0.24], [-0.01, -0.09, -0.09], [0.16, 0.32, -0.11], [0.03, -0.48, 0.15], [0.43, 0.15, 0.46], [-0.02, 0.34, -0.04], [0.02, 0.25, 0.03], [0.36, -1.06, -0.34], [-0.76, 0.61, -0.04], [-0.01, 0.15, 0.08], [0.22, 0.17, 0.11], [0.00, -0.19, 0.07], [0.06, -0.05, -0.07], [-0.23, 0.08, -0.02], [0.43, -0.39, 0.15], [0.22, -0.41, 0.08], [0.04, 0.08, 0.06], [-0.28, -0.42, 0.17], [0.35, 0.23, 0.04], [-0.74, -0.34, -0.08], [0.04, -0.04, -0.05], [-0.10, -0.05, -0.03], [-0.07, -0.13, 0.05], [0.04, -0.11, -0.07], [0.07, -0.04, -0.12], [0.00, 0.00, 0.20], [0.15, 0.08, -0.03], [-0.09, -0.09, 0.05], [-0.09, -0.05, -0.04], [-0.04, 0.10, 0.01], [-0.08, 0.06, 0.02], [-0.06, 0.08, -0.08], [-0.10, 0.15, -0.01], [0.09, -0.01, -0.01], [0.08, 0.05, 0.08], [0.16, 0.11, -0.01], [0.01, -0.03, 0.02], [-0.04, 0.06, -0.01], [0.00, 0.02, -0.06], [-0.01, 0.11, -0.01], [0.03, 0.08, -0.05], [0.00, 0.05, -0.02]], "mulliken_charge": [-1.16, -0.14, -0.23, 0.06, -0.67, 1.95, 0.39, 1.03, -0.55, -0.76, -0.23, -0.24, -0.10, -0.47, 1.13, -1.49, -0.77, -0.58, -0.23, -2.03, 0.27, -1.15, 0.20, -2.09, 0.40, 0.25, 0.30, 0.18, 0.37, 0.47, 0.50, 0.44, 0.39, 0.36, 0.26, 0.38, 0.48, 0.37, 0.37, 0.45, 0.32, 0.34, 0.41, 0.42, 0.40]}

---

[2]
{"formula": "C16H21N5O2S2", "method": "the ωB97M-V functional and the def2-TZVPD basis", "lumo_energy_ev": 0.5454, "smiles": "CN(C)C(=O)CSc1nc(SCC(=O)N(C)C)n(-c2ccccc2)n1", "total_energy_ha": -1842.94451, "homo_lumo_gap_ev": 8.60, "homo_energy_ev": -8.0547, "symbols": ["C", "N", "C", "C", "O", "C", "S", "C", "N", "C", "S", "C", "C", "O", "N", "C", "C", "N", "C", "C", "C", "C", "C", "C", "N", "H", "H", "H", "H", "H", "H", "H", "H", "H", "H", "H", "H", "H", "H", "H", "H", "H", "H", "H", "H", "H"], "positions_angstrom": [[2.33528, 2.87171, 3.00012], [2.78901, 2.46725, 1.69050], [4.19592, 2.15254, 1.57841], [2.04123, 2.51913, 0.56639], [2.49342, 2.25847, -0.53194], [0.58553, 2.92879, 0.72891], [-0.41209, 1.64588, 1.56471], [-0.40887, 0.45305, 0.30929], [-0.86874, -0.80157, 0.49659], [-0.69295, -1.36444, -0.68608], [-1.13284, -3.00478, -0.99918], [-1.95637, -3.30487, 0.59373], [-3.06121, -2.26063, 0.75136], [-3.76398, -1.97139, -0.19766], [-3.23918, -1.73784, 1.98145], [-2.34814, -1.95611, 3.09748], [-4.17227, -0.64179, 2.12801], [-0.13007, -0.48285, -1.54759], [0.33788, -0.61216, -2.86125], [1.31585, 0.28270, -3.28730], [1.79963, 0.19136, -4.57810], [1.31753, -0.78165, -5.43918], [0.34227, -1.66481, -5.00716], [-0.15615, -1.58606, -3.71898], [0.04195, 0.68586, -0.89704], [1.32207, 2.52373, 3.19224], [2.99408, 2.42927, 3.74579], [2.36807, 3.96043, 3.11355], [4.80345, 3.00324, 1.89544], [4.43951, 1.28703, 2.19765], [4.41099, 1.92433, 0.53653], [0.47628, 3.83271, 1.32580], [0.15835, 3.06533, -0.26353], [-1.19773, -3.27398, 1.36862], [-2.39265, -4.30076, 0.51528], [-1.36772, -1.51185, 2.90275], [-2.77680, -1.47722, 3.97526], [-2.23848, -3.01999, 3.31026], [-3.63337, 0.29154, 2.30857], [-4.74215, -0.55470, 1.20541], [-4.85156, -0.83774, 2.95914], [1.68222, 1.02832, -2.59799], [2.55974, 0.88192, -4.91064], [1.69995, -0.85131, -6.44656], [-0.04029, -2.42028, -5.67670], [-0.92663, -2.26583, -3.39239]], "atomic_forces_ev_per_a": [[-0.17, 0.21, 0.04], [0.29, -0.14, 0.26], [0.12, -0.09, -0.22], [-0.21, 0.10, -0.10], [0.11, 0.10, -0.29], [-0.24, -0.39, -0.05], [-0.07, 0.39, 0.28], [0.28, -0.13, -0.90], [0.03, -0.15, 0.07], [0.13, 0.19, 0.19], [-0.02, -0.63, -0.07], [0.28, 0.35, -0.40], [-0.18, -0.26, 0.17], [-0.10, -0.01, -0.22], [-0.30, 0.02, 0.30], [0.20, -0.11, -0.02], [-0.20, 0.02, -0.19], [-0.57, -0.43, 0.89], [0.33, 0.00, -0.74], [-0.01, -0.04, 0.09], [-0.06, -0.05, 0.00], [-0.01, -0.05, -0.11], [0.08, 0.00, -0.07], [0.00, 0.08, 0.20], [0.04, 0.74, 0.18], [0.10, 0.01, 0.08], [-0.05, 0.00, 0.01], [0.02, 0.00, 0.10], [0.04, -0.01, 0.02], [0.03, 0.02, 0.02], [0.05, 0.01, 0.12], [-0.05, 0.00, -0.01], [0.14, 0.12, 0.09], [-0.11, -0.07, 0.06], [0.01, 0.02, 0.01], [0.02, -0.04, 0.06], [-0.02, -0.06, 0.01], [0.05, 0.05, 0.08], [0.00, 0.06, 0.02], [0.02, 0.06, 0.12], [0.01, 0.06, 0.02], [0.04, 0.07, 0.06], [0.07, 0.06, -0.02], [0.03, -0.01, -0.08], [-0.04, -0.06, -0.05], [-0.10, -0.02, -0.05]], "mulliken_charge": [-0.85, 0.14, -1.08, 0.78, -0.67, -1.09, -0.14, -0.07, -0.10, 0.35, -0.26, -0.53, 0.55, -0.67, 0.06, -0.98, -1.02, 0.55, 0.81, -0.25, -0.66, -0.42, -0.84, -0.63, -0.67, 0.27, 0.33, 0.30, 0.35, 0.36, 0.33, 0.48, 0.42, 0.41, 0.41, 0.30, 0.37, 0.34, 0.31, 0.34, 0.34, 0.52, 0.39, 0.38, 0.37, 0.36]}